{
  "formula": "C2H5N3S",
  "method": "ωB97M-V/def2-TZVPD",
  "elements": ["C", "C", "H", "H", "H", "H", "H", "N", "N", "N", "S"],
  "coordinates": [[-0.870979, 0.046566, -0.108584], [2.025191, 0.879834, 0.050740], [-2.883161, -0.336919, 0.212448], [-1.831620, -1.665110, 0.278441], [0.252411, -1.617779, -0.163663], [1.351593, 1.718327, 0.292115], [3.079358, 0.986685, -0.081633], [-1.970267, -0.761521, -0.084856], [0.285129, -0.657470, -0.074266], [1.636557, -0.290845, -0.204908], [-1.074214, 1.698229, -0.115835]],
  "atomic_forces_ev_per_a": [[-0.329, 0.670, 0.478], [-0.877, 0.743, -0.148], [1.683, -0.374, -0.630], [0.049, -1.252, 0.356], [-0.371, -2.112, -0.272], [0.542, -0.457, 0.006], [0.571, 0.379, 0.063], [-1.610, 1.041, 0.153], [1.097, 2.174, -0.062], [-0.938, -0.740, 0.207], [0.183, -0.074, -0.152]],
  "nbo_charge": [0.265, -0.105, 0.419, 0.371, 0.381, 0.209, 0.186, -0.795, -0.442, -0.240, -0.247],
  "lumo_energy_ev": 0.75,
  "smiles": "C=NNC(N)=S",
  "e_above_lowest_kj_mol": 172.4,
  "e_tot_ev": -17459.3256,
  "homo_lumo_gap_ev": 9.201,
  "charge": 0,
  "homo_ev": -8.45
}